DFT (ωB97M-V with the def2-TZVPD basis set) results for the ion C22H32N3O3 with charge +1.

Computed properties:
Calculated total energy in Eh: -1247.3228
HOMO energy in eV: -11.6964
SMILES: COc1ccccc1[NH+]1CCN(CCN2C(=O)CC3(CCCC3)CC2=O)CC1
Total charge: +1
Kohn-Sham gap in eV: 9.75
Energy relative to the best compared isomer or geometry (same formula, charge and spin) in kcal/mol: 0.0

CARTESIAN COORDINATES (ANGSTROEM)
C1 -1.4290 -2.4478 1.8527
O1 -1.9302 -1.3195 1.1633
C2 -3.0296 -1.4769 0.3788
C3 -3.7256 -2.6685 0.2117
C4 -4.8557 -2.7109 -0.5861
C5 -5.3073 -1.5716 -1.2244
C6 -4.6174 -0.3791 -1.0756
C7 -3.4829 -0.3256 -0.2867
N1 -2.7014 0.8937 -0.1004
C8 -2.8747 1.4934 1.2437
C9 -1.7060 2.4697 1.4986
N2 -1.0252 2.6612 0.2416
C10 0.2772 3.2908 0.2460
C11 1.1963 2.5786 -0.7548
N3 1.7385 1.3297 -0.2266
C12 0.9972 0.1880 -0.3327
O2 -0.1446 0.2126 -0.7687
C13 1.6332 -1.0958 0.1200
C14 3.1541 -1.0788 0.0123
C15 3.6579 -1.0124 -1.4360
C16 5.1008 -1.5300 -1.3783
C17 5.1937 -2.3954 -0.1070
C18 3.7941 -2.3777 0.5163
C19 3.6327 0.1257 0.8195
C20 3.0118 1.4142 0.3640
O3 3.5366 2.4884 0.4907
C21 -1.9465 3.1182 -0.7726
C22 -2.8881 1.9444 -1.1200
H1 -2.1804 -2.8717 2.5234
H2 -0.5925 -2.0821 2.4449
H3 -1.0785 -3.2155 1.1589
H4 -3.3920 -3.5690 0.6996
H5 -5.3836 -3.6435 -0.7044
H6 -6.1899 -1.6041 -1.8414
H7 -4.9780 0.4959 -1.5891
H8 -1.6812 0.6296 -0.1848
H9 -3.8405 2.0025 1.2654
H10 -2.8831 0.6995 1.9887
H11 -2.0935 3.4095 1.9262
H12 -1.0013 2.0380 2.2114
H13 0.2206 4.3555 -0.0141
H14 0.7140 3.2176 1.2431
H15 2.0477 3.2201 -0.9863
H16 0.6469 2.3409 -1.6671
H17 1.3439 -1.2541 1.1642
H18 1.1933 -1.9060 -0.4651
H19 3.6027 -0.0084 -1.8557
H20 3.0485 -1.6714 -2.0566
H21 5.3429 -2.1023 -2.2714
H22 5.8018 -0.6978 -1.3265
H23 5.5063 -3.4122 -0.3349
H24 5.9232 -1.9787 0.5863
H25 3.8266 -2.4328 1.6035
H26 3.2122 -3.2251 0.1506
H27 3.3833 -0.0053 1.8777
H28 4.7142 0.2477 0.7593
H29 -2.5304 3.9865 -0.4262
H30 -1.3914 3.4238 -1.6580
H31 -2.6461 1.5153 -2.0927
H32 -3.9258 2.2790 -1.1183